Entry from the Open Molecules 2025 dataset: a 11-piece molecular cluster, H21O11 overall (ωB97M-V with the def2-TZVPD basis set).

* energy relative to the best compared isomer or geometry (same formula, charge and spin): 30.1 kcal/mol
* total charge: -2
* calculated total energy: -22860.96654 eV
* spin multiplicity: 2
* LUMO (alpha / beta): 5.39 / 5.31 eV

Geometry as XYZ:
```
32
Properties=species:S:1:pos:R:3:forces:R:3:nbo_charge:R:1
O -2.7150 0.3042 2.9137 2.06 -0.26 -2.18 -1.06
H -1.9636 0.2108 2.0435 -1.39 0.04 1.80 0.50
H -2.2085 -0.4043 3.3309 -0.50 0.09 0.71 0.44
O -2.7390 -0.5944 -2.5105 0.44 -1.51 1.39 -1.03
H -3.2899 -0.3577 -1.6718 1.73 -0.61 -1.34 0.51
H -2.0679 -1.3169 -2.2119 -1.85 2.18 -0.62 0.46
O -0.1409 -3.3248 0.1412 4.60 -0.78 4.16 -0.94
H 0.9884 1.6531 3.0068 0.55 0.43 0.85 0.48
H 2.5546 -0.5523 -4.1363 -0.85 -0.35 -0.23 0.46
O -0.9237 -0.6329 1.3160 -0.41 -0.21 -0.35 -1.21
H -0.9172 -1.3440 1.9568 0.11 -0.23 0.33 0.42
H 0.2540 -0.8018 0.3268 1.56 1.27 -0.62 0.49
O 2.4986 -1.7689 2.3558 -0.78 -2.14 0.35 -0.97
H 1.4983 3.7738 -0.0727 0.48 -0.34 -0.40 0.34
H -2.8039 -0.9643 0.3870 0.00 1.33 0.03 0.51
O 3.3491 -0.2247 -3.7354 0.73 0.82 0.02 -1.03
H 3.2449 0.7427 -3.8244 0.07 -0.42 0.26 0.41
H -3.2478 0.4830 0.5185 0.80 4.40 3.64 0.48
O -3.3340 -0.2245 0.0064 -1.25 -5.48 -3.45 -0.97
H -0.7877 -2.8395 -0.1972 -5.01 2.67 -3.18 0.45
O 1.2628 2.4742 3.4882 -0.76 -1.29 -0.73 -0.97
H 0.1326 -2.5138 0.7192 0.25 -2.41 -1.07 0.48
H 0.8979 3.0671 2.8266 0.34 0.77 -0.17 0.48
O -0.1933 0.8780 -3.8806 -1.86 -0.16 -0.51 -1.09
H -0.0226 1.2083 -3.0042 0.68 0.37 0.84 0.42
H -1.1887 0.8332 -3.8233 1.26 -0.28 -0.27 0.47
O 1.9169 3.2753 0.6450 -0.62 0.38 0.96 -1.30
H 1.9734 -1.8114 1.5517 -0.27 -0.34 -0.49 0.49
H 2.7004 2.8031 0.3515 -0.01 0.04 -0.65 0.43
O 1.2296 -0.7447 -0.0855 -1.09 -0.96 1.78 -1.08
H 2.8176 -0.9176 2.2178 1.17 2.58 0.03 0.46
H 1.2250 -0.3684 -0.9495 -0.17 0.40 -0.91 0.47
```
Positions in Å, forces in eV/Å.